Entry 1:
75
Properties=species:S:1:pos:R:3:forces:R:3 method="wB97M-V/def2-TZVPD" total_charge=+1 gap_ha=0.31876 fmax_ev_per_a=2.8 lumo_energy_ev=-2.6 homo_ev=-11.3
C 1.692484 0.241653 -3.701875 0.5866 0.0427 -0.0655
C 1.958923 1.601075 -4.357410 -0.5614 0.2426 0.3799
Cl 3.079555 2.518091 -3.266941 0.0586 -0.2237 -0.4350
C 0.705640 2.513300 -4.554607 -0.4271 -0.2282 -0.4233
C -0.627090 1.817112 -4.399167 2.3950 1.3836 -0.1186
C -1.512219 2.081545 -3.418365 -0.5770 -1.4488 -1.7491
N -2.547546 1.172291 -3.710679 -0.7837 0.8809 1.0222
C -2.274560 0.459656 -4.758278 0.1962 -1.1928 -1.5606
N -1.086682 0.823723 -5.241066 -0.3180 0.7971 1.1861
H 0.905308 -0.344791 -4.185054 0.0510 0.1966 0.0345
H 2.608759 -0.353827 -3.786915 -0.1738 0.0778 0.1639
H 1.471184 0.364228 -2.636992 -0.1304 -0.0800 -0.1906
H 2.461039 1.481705 -5.319543 0.0923 0.0395 0.2435
H 0.728261 2.992318 -5.543543 0.1524 -0.1512 0.1489
H 0.703300 3.342978 -3.843571 0.1043 -0.2460 -0.0024
H -1.464030 2.787906 -2.611228 -0.2604 -0.0403 -0.0703
H -3.398340 1.047799 -3.174501 0.1430 0.1194 0.1213
H -2.858408 -0.330592 -5.210738 -0.2002 0.2000 0.3174
H -0.583170 0.446185 -6.028222 -0.1789 -0.0955 -0.0226
Br 5.811051 0.596220 1.623244 0.0345 -0.0472 -0.0161
C 5.745973 -0.069817 -0.204306 0.0415 0.1970 0.0476
C 4.374990 0.091538 -0.801590 -0.0542 -0.2586 -0.0768
Br 3.138032 -1.257899 -0.128983 -0.0407 0.1145 -0.0132
H 6.078987 -1.104211 -0.176262 -0.0468 0.0027 -0.0182
H 6.478597 0.529416 -0.745637 -0.2566 -0.1308 0.0590
H 4.408611 -0.062323 -1.878933 0.0670 0.0169 0.0192
H 3.929718 1.059009 -0.591001 0.0526 -0.0055 0.0255
Br -2.294206 1.225665 -0.815478 -0.1143 -0.1647 1.0144
C -3.113693 0.773121 0.901934 -0.0866 -0.1972 -0.1644
C -4.608347 0.911634 0.853771 -0.0508 0.3141 0.1400
Br -5.154509 2.778929 0.939972 -0.0023 -0.0309 -0.1122
H -2.647335 1.408695 1.648441 0.0093 0.0342 -0.0680
H -2.828868 -0.258644 1.082658 -0.0047 0.1086 -0.1781
H -5.059643 0.438522 1.723069 0.0746 -0.0896 -0.0234
H -5.047818 0.496531 -0.047428 0.0170 -0.0741 0.0526
Br 0.221055 -2.620514 1.623064 -0.0073 0.0628 0.0890
C -0.537238 -3.128970 3.344739 0.1248 -0.1836 -0.2745
C -2.035897 -3.005998 3.318929 -0.1147 0.0550 0.2755
Br -2.577742 -1.140595 3.445142 0.0697 -0.1888 0.3658
H -0.069335 -2.502171 4.097363 -0.0677 0.0279 -0.0137
H -0.237802 -4.163241 3.501750 -0.0609 -0.0008 -0.0153
H -2.482715 -3.496274 4.181727 0.0521 0.0202 0.0161
H -2.479858 -3.405235 2.412050 0.0714 0.0020 -0.0111
Br 8.764683 1.222001 -1.501403 0.3533 0.2008 -0.1294
C 9.200998 2.695577 -0.303639 -0.2038 -0.1343 0.1190
C 8.533608 3.974711 -0.732348 0.2004 0.2237 -0.0505
Br 9.436976 4.776491 -2.257842 -0.0878 -0.0448 -0.0198
H 10.283771 2.767381 -0.276870 -0.0236 0.0497 -0.0596
H 8.835866 2.384027 0.673647 -0.0379 0.0182 -0.0274
H 8.593523 4.718775 0.059379 0.0139 -0.0609 0.0322
H 7.495535 3.835525 -1.018168 0.0207 -0.0636 0.0351
Br 9.021068 -2.413569 -0.666930 -0.0222 -0.1815 0.0324
C 8.961201 -3.057822 -2.500792 0.1163 0.2601 0.1261
C 7.599175 -2.853743 -3.109673 -0.0807 -0.2549 -0.1529
Br 6.316131 -4.167861 -2.465433 -0.0389 0.1206 0.0523
H 9.269338 -4.098444 -2.480222 -0.0879 -0.0047 -0.0422
H 9.706544 -2.471681 -3.035498 -0.0447 0.0021 -0.0262
H 7.637855 -2.996957 -4.187818 0.0537 0.0078 0.0184
H 7.182209 -1.874869 -2.890516 0.0822 0.0086 0.0304
Br -8.096483 -0.117649 0.369213 0.0051 -0.0546 -0.0297
C -8.701742 -1.333171 1.767689 -0.0715 0.1689 -0.0343
C -7.874643 -1.199293 3.017671 -0.0114 -0.3129 -0.0270
Br -6.144216 -2.079795 2.831902 -0.0483 0.0980 -0.0118
H -8.677676 -2.333643 1.347069 0.0387 0.0074 0.0418
H -9.733570 -1.048102 1.962895 0.0326 0.0184 0.0444
H -8.358980 -1.702816 3.852614 0.0209 0.0784 -0.0837
H -7.675023 -0.168958 3.289162 -0.0337 -0.0010 -0.0349
Br -8.906966 -2.230854 6.496633 0.0529 0.0288 0.0873
C -8.521148 -0.754089 7.709174 -0.1615 -0.1778 0.0360
C -9.179267 0.524776 7.264182 0.1485 0.1615 -0.0007
Br -8.227854 1.345751 5.777212 -0.0614 -0.0087 -0.0095
H -7.440442 -0.675899 7.774642 -0.0237 0.0564 -0.0354
H -8.919018 -1.069674 8.671511 -0.0206 0.0398 -0.0158
H -9.149844 1.264624 8.061412 0.0197 -0.0491 0.0202
H -10.206057 0.383534 6.941642 0.0254 -0.0581 0.0157



Entry 2:
85
Properties=species:S:1:pos:R:3:forces:R:3 method="wB97M-V/def2-TZVPD" gap_ha=0.29284 fmax_ev_per_a=7.3 lumo_energy_ev=-0.3 homo_ev=-8.3
C 6.500008 -2.661823 0.552481 0.6190 0.0040 -0.4249
O 5.103489 -2.487406 0.534674 -0.2437 -0.1555 0.4057
C 4.697931 -1.137570 0.695713 0.1856 0.8626 -0.1135
C 4.131516 -0.522451 -0.587585 0.2954 -0.9777 0.1007
C 2.677896 -0.911097 -0.856723 0.1697 0.6216 -0.3204
C 1.654777 -0.127019 -0.023579 -0.5686 -0.6571 -0.4663
C 0.291237 -0.056979 -0.729263 -0.0430 0.5345 0.0160
C -0.618747 1.050515 -0.178856 -0.1855 -0.5250 -0.2229
C -2.113142 0.826812 -0.550413 1.2107 0.8558 2.5591
C -3.077531 1.286041 0.679078 1.3070 -0.9876 -0.7761
P -4.639215 0.087975 1.025863 -0.1336 -1.4990 1.9516
C -6.056608 -1.012794 1.638184 0.1656 -0.6374 -0.5328
C -6.147157 -2.374474 0.894241 -1.3144 1.0288 0.5397
C -7.407608 -2.369077 -0.000358 0.7868 -1.5064 -0.4102
N -7.474697 -3.619879 -0.808037 0.1651 0.5597 0.1889
H 6.730975 -3.713601 0.700124 -0.1854 0.0191 0.0286
H 7.008969 -2.094671 1.341565 -0.2889 0.0401 0.0643
H 6.957739 -2.370665 -0.405593 -0.1157 0.0805 0.0744
H 5.560942 -0.527682 0.992737 0.0007 -0.1462 0.1185
H 3.972489 -1.051379 1.512517 0.0171 -0.2801 -0.1120
H 4.734433 -0.924555 -1.410883 0.1038 0.1872 0.0543
H 4.307398 0.556093 -0.549974 -0.3417 0.0102 -0.0854
H 2.564409 -1.994686 -0.758686 -0.0402 0.0459 0.1445
H 2.484383 -0.691989 -1.914982 -0.0751 -0.0253 0.0668
H 2.015210 0.893937 0.134344 0.0397 -0.0867 0.2074
H 1.468448 -0.633179 0.929595 0.3348 0.3499 0.2147
H -0.247707 -1.009522 -0.676411 0.3456 0.3505 0.0489
H 0.470388 0.156421 -1.790651 -0.1172 -0.1631 -0.0066
H -0.501270 1.144205 0.905342 0.0644 -0.1202 -0.0545
H -0.311447 2.002819 -0.623646 0.0596 -0.0013 0.2753
H -2.289171 1.474288 -1.385643 0.2160 -0.2031 -0.4120
H -2.321540 -0.215315 -0.817226 0.0000 0.0611 -0.0193
H -3.461409 2.289416 0.544146 0.6694 0.3900 0.5530
H -2.462801 1.319112 1.584411 -0.2993 -0.5555 0.1437
H -3.734404 -0.725692 1.792929 -0.0311 0.0756 -0.1997
H -4.892581 -0.240062 -0.371714 0.4252 -1.1238 1.6844
H -5.326607 1.217851 1.589224 0.3367 0.0105 -0.0707
H -6.992989 -0.467881 1.467705 0.0374 0.0260 0.2227
H -5.933230 -1.213557 2.706575 -0.0370 0.4030 0.0208
H -5.252934 -2.615551 0.308642 0.0027 0.0198 0.0467
H -6.343224 -3.152923 1.635546 0.4745 -0.2153 -0.1341
H -8.300922 -2.395616 0.623676 0.0063 0.5489 0.0055
H -7.409479 -1.517305 -0.683952 -0.1500 0.0629 0.1284
H -6.539153 -3.749366 -1.186258 -0.1781 -0.2055 -0.2089
H -7.606846 -4.388965 -0.156983 -0.0152 -0.0353 -0.1304
C 4.264655 -5.825209 1.341145 -0.0474 0.1893 0.0055
Br 6.030226 -6.325158 0.748674 -0.1408 -0.2178 0.0398
Br 2.895792 -6.515486 0.172558 0.0740 0.0238 0.0702
Br 3.952483 -6.321106 3.175676 0.0480 -0.0345 -0.0994
H 4.211478 -4.743969 1.289447 0.0435 -0.0033 -0.0470
C 0.027758 -5.164385 5.351677 -0.0048 -0.0334 -0.0190
Br 0.745165 -5.171967 7.140849 -0.0107 -0.0033 -0.1283
Br 0.902329 -3.853454 4.238272 -0.0425 -0.0821 0.0525
Br 0.065429 -6.922662 4.559562 0.0423 0.1552 0.0464
H -1.010257 -4.873206 5.426418 0.0248 -0.0005 0.0023
C -5.586613 2.338379 -2.565947 -0.0889 -0.2836 0.1365
Br -4.488404 1.578938 -1.148100 -3.4912 3.7739 -5.1970
Br -4.714181 2.160665 -4.283084 -0.0600 -0.0018 0.0228
Br -7.380846 1.607257 -2.591836 0.1658 0.0250 -0.0446
H -5.682421 3.396757 -2.364108 -0.0125 -0.0176 -0.0570
C -1.305903 3.959240 -3.741186 0.0281 -0.0486 0.0515
Br -1.022630 4.634900 -1.957931 -0.0262 -0.0200 -0.1281
Br -2.047087 5.309811 -4.900680 0.0348 -0.0527 0.0469
Br 0.296263 3.182629 -4.478402 -0.0839 0.0856 0.0607
H -2.041188 3.167844 -3.669946 -0.0133 0.0407 -0.0157
C -0.563513 -3.339747 -3.118023 -0.0085 0.0265 0.0179
Br -0.340582 -3.452749 -1.206754 -0.0763 -0.4930 -0.1615
Br -1.360017 -4.939957 -3.837596 0.0255 0.1079 0.0553
Br -1.550439 -1.761124 -3.626425 0.0176 -0.0964 0.0330
H 0.424008 -3.252410 -3.549269 -0.0195 0.0077 0.0158
C 4.951510 1.802853 3.608751 -0.0125 -0.0847 -0.0891
Br 4.329341 2.667925 2.004015 0.0297 -0.0747 0.0579
Br 3.828975 0.312752 4.092113 0.0393 0.0760 0.0573
Br 6.803704 1.288421 3.467798 -0.1106 0.0300 -0.0093
H 4.883468 2.526667 4.407039 0.0026 -0.0044 -0.0236
C 0.900072 7.728807 -5.926043 0.0270 0.0010 0.0234
Br 1.196805 8.401201 -4.141935 -0.0355 -0.0722 -0.1490
Br 0.155067 9.079963 -7.081778 0.0565 -0.0723 0.0733
Br 2.501317 6.955337 -6.669833 -0.0900 0.0623 0.0468
H 0.168813 6.935349 -5.852755 0.0266 0.0157 0.0337
C 6.009373 6.501938 3.534168 0.0153 -0.0192 -0.1318
Br 5.329440 5.231401 4.817158 0.0306 0.1418 0.0370
Br 7.140504 5.652702 2.226131 -0.0853 0.0394 0.0882
Br 4.587036 7.505236 2.708638 0.0772 -0.0995 0.0468
H 6.622853 7.204865 4.079650 -0.0239 -0.0274 0.0146



Entry 3:
71
Properties=species:S:1:pos:R:3:forces:R:3 method="wB97M-V/def2-TZVPD" total_charge=+1 gap_ha=0.32124 fmax_ev_per_a=5.2 lumo_energy_ev=-2.5 homo_ev=-11.2
C -5.367287 -3.254317 2.572265 -0.0347 0.0174 1.2058
O -5.500973 -3.432979 1.135860 -0.1346 1.5597 1.2462
C -5.466876 -2.147804 0.451884 0.9821 -0.5024 -1.6062
C -4.632254 -2.406265 -0.921698 0.0859 -0.0366 0.6150
C -4.034815 -1.048933 -1.540004 0.3996 0.2554 0.1684
C -2.559672 -1.220141 -2.144006 -0.0683 0.4329 -0.4415
C -1.397196 -1.244117 -1.006436 -1.2252 0.7776 -0.0499
C -0.191001 -2.256068 -1.337231 -0.1881 1.2571 -1.0587
Br -1.091908 -4.038609 -1.160977 0.9328 0.8912 -0.2633
C 0.234004 -1.849868 -2.847551 1.0183 -0.3978 -3.6672
O -0.213020 -2.233410 -3.948701 0.8462 0.8090 4.0998
N 1.378372 -0.898638 -2.847206 -1.3243 -2.7538 2.1744
C 1.969347 -0.945733 -1.454753 1.5069 1.1416 -0.3862
C 1.970459 0.593522 -0.969907 0.6054 -0.4674 0.4162
C 2.462843 1.632988 -2.077127 -2.8433 3.7734 0.2951
O 1.872455 2.747188 -2.122903 2.6346 -4.4754 0.1960
Cl 3.830751 1.372886 -3.244847 -1.1605 -0.3078 1.3399
C 1.218997 -2.040580 -0.566826 -1.3471 -0.5483 1.8553
C 2.017153 -3.320864 -0.019414 1.2438 0.0064 -0.6493
C 3.097597 -3.934392 -1.037260 -0.1218 -1.7244 0.1679
C 2.578199 -4.156752 -2.529787 1.4334 1.7531 -2.8044
N 1.527495 -5.079061 -2.947593 0.5023 1.6664 1.8971
O 3.152637 -3.476375 -3.438492 -2.1110 -1.9506 3.1459
P 0.632201 -1.225068 1.088658 -0.4526 2.0792 -0.0331
O 2.004756 -0.677757 1.973463 -0.7768 -2.2908 -0.1362
Br -0.338101 -2.796313 2.391254 0.7886 0.1491 -0.4501
H -6.029014 -3.982454 3.169958 0.9154 0.9166 -1.2738
H -5.672561 -2.202752 2.916115 0.3462 -1.4202 -0.6367
H -4.285492 -3.419825 2.942224 -1.4626 0.2136 -0.8188
H -6.517472 -1.767802 0.181608 1.4420 -0.4677 0.7568
H -4.864296 -1.403295 1.073607 -0.9881 -0.7807 -0.7953
H -5.263517 -2.988717 -1.684582 0.8538 1.0019 1.1184
H -3.783889 -3.126392 -0.613892 -1.2012 1.2568 -0.4921
H -4.689275 -0.607298 -2.371172 0.7988 -0.7958 1.2321
H -3.974680 -0.234836 -0.721641 -0.1765 -1.2147 -1.1239
H -2.346822 -0.304115 -2.813727 -0.3084 -1.4971 0.9191
H -2.544362 -2.134627 -2.824061 0.1359 1.1636 0.9971
H -1.030322 -0.152788 -0.933685 -0.3174 -1.7491 -0.0052
H -1.948661 -1.487138 -0.021701 1.2578 0.1638 -1.3520
H 2.064322 -1.084825 -3.606873 -0.8847 -0.0773 0.6703
H 3.077439 -1.226817 -1.438459 -1.4912 0.1580 -0.4954
H 0.930672 0.964628 -0.634251 1.7616 -0.4786 -0.6896
H 2.728488 0.665536 -0.101467 -1.1887 0.1203 -1.1819
H 2.617506 -2.960078 0.902251 -0.7806 -0.6218 -1.4683
H 1.336839 -4.152409 0.372743 0.6480 1.4511 -0.8257
H 4.093003 -3.367153 -1.069458 -1.7138 -0.6161 -0.1868
H 3.364094 -4.985178 -0.629260 -0.3725 1.5793 -0.5440
H 0.742481 -4.518958 -3.341559 0.9438 -0.6047 -0.2232
H 1.119778 -5.602315 -2.159571 0.4135 0.3533 -0.3920
H 2.247658 -1.398922 2.606890 0.1891 0.8846 -0.4941
C 0.476082 4.770722 0.607360 0.2699 0.2793 -0.0872
N 1.334918 5.280264 1.753579 -0.1841 -0.0155 0.0329
C 0.809884 6.642195 2.161387 0.2309 -0.4457 -0.0202
C 2.760024 5.426584 1.282750 -0.3447 -0.0970 0.1729
C 1.239401 4.353809 2.979673 0.0406 -0.1495 -0.5210
C 1.760865 2.934982 2.756958 -0.0345 -0.2160 -0.2629
O 1.032208 2.289591 1.728040 0.1073 0.0539 -0.0556
H 0.365852 5.578549 -0.119250 0.0277 0.0104 0.1914
H 0.977434 3.936109 0.121552 -0.1934 0.0172 0.1908
H -0.498936 4.484348 1.001843 0.1744 -0.0419 -0.0591
H 0.881897 7.312836 1.304038 -0.0162 -0.1163 0.1121
H 1.419783 7.016074 2.984973 -0.1033 -0.0242 -0.0781
H -0.230117 6.531655 2.471417 0.1367 0.0293 -0.0344
H 3.117126 4.461889 0.923471 -0.0652 0.1273 0.0315
H 3.366984 5.774534 2.119990 -0.0443 -0.0197 -0.1116
H 2.780536 6.152191 0.468532 -0.0195 -0.0950 0.1026
H 0.182190 4.327185 3.256568 0.1154 0.0329 -0.0907
H 1.805969 4.833937 3.781705 -0.0471 -0.0435 -0.1205
H 1.634186 2.359503 3.679435 0.1033 0.3664 0.2168
H 2.824900 2.931814 2.503313 0.0749 0.1641 0.1892
H 1.432737 1.417218 1.581960 -0.2407 0.1300 0.2290